# CHNO3S

A structure of composition CHNO3S (wB97M-V/def2-TZVPD, the Open Molecules 2025 dataset).

Each line ends with the Mulliken charge.
Cartesian coordinates (Å):
C (-0.15, 0.39, 0.28)  0.14
N (-1.16, 0.47, -0.27)  -0.38
O (-3.66, 1.14, 0.71)  -0.45
O (-3.72, -0.27, -1.37)  -0.42
O (-3.21, -1.32, 0.69)  -0.44
S (-3.43, -0.11, -0.03)  1.21
H (0.64, 0.31, 0.93)  0.33

Summary:
Energy above the lowest of the compared OMol25 structures with the same formula, charge and spin = 1.7909 eV
Highest occupied orbital energy = -11.48 eV
E = -19518.7633 eV
Orbital gap = 11.13 eV
Spin multiplicity = 1



# C33H74N4O5

A cluster of 5 separate species, C33H74N4O5 in total (wB97M-V/def2-TZVPD, the Open Molecules 2025 dataset).

Each line ends with the Mulliken charge.
Cartesian coordinates (Å):
C (-16.62, 40.82, -1.18)  -0.47
C (-17.37, 42.13, -1.40)  -0.09
O (-16.55, 43.06, -2.10)  -0.44
H (-17.23, 39.96, -0.90)  0.44
H (-15.71, 41.05, -0.64)  -0.29
H (-16.15, 40.55, -2.12)  0.22
H (-17.62, 42.52, -0.42)  0.31
H (-18.24, 42.13, -2.07)  0.05
H (-15.76, 43.33, -1.62)  0.13
C (-18.42, 37.97, -4.85)  -1.80
C (-19.46, 39.03, -5.08)  1.49
C (-19.09, 40.32, -4.31)  -1.28
C (-20.05, 41.55, -4.71)  -0.80
C (-20.12, 41.83, -6.27)  -1.32
C (-20.46, 40.54, -7.18)  1.41
N (-19.63, 39.41, -6.62)  0.38
O (-19.89, 38.25, -7.40)  -0.34
C (-21.94, 40.35, -7.20)  -1.74
C (-19.99, 40.90, -8.68)  -1.65
C (-20.80, 38.34, -4.62)  -1.63
H (-18.75, 37.07, -5.38)  0.52
H (-18.44, 37.61, -3.83)  0.42
H (-17.43, 38.15, -5.29)  0.37
H (-19.08, 40.04, -3.26)  0.48
H (-18.14, 40.80, -4.56)  0.45
H (-19.70, 42.43, -4.16)  0.49
H (-21.09, 41.41, -4.42)  0.38
H (-19.25, 42.43, -6.56)  0.50
H (-20.89, 42.59, -6.35)  0.42
H (-22.29, 41.30, -7.61)  0.46
H (-22.38, 39.61, -7.87)  0.48
H (-22.38, 40.35, -6.20)  0.42
H (-18.98, 41.31, -8.72)  0.41
H (-20.02, 39.95, -9.21)  0.42
H (-20.49, 41.69, -9.25)  0.37
H (-20.98, 37.39, -5.13)  0.53
H (-21.74, 38.87, -4.74)  0.26
H (-20.68, 38.05, -3.57)  0.46
H (-20.82, 38.11, -7.21)  0.44
C (-14.43, 43.06, 3.46)  -1.68
C (-13.40, 42.64, 2.34)  1.69
C (-14.12, 43.14, 1.02)  -0.51
C (-14.15, 44.62, 0.73)  -0.72
C (-12.76, 45.10, 0.89)  -1.55
C (-11.89, 44.66, 2.13)  1.81
N (-11.98, 43.16, 2.28)  0.80
O (-11.10, 42.60, 3.26)  -0.54
C (-10.45, 44.89, 1.66)  -2.21
C (-12.18, 45.47, 3.42)  -1.80
C (-13.25, 41.12, 2.13)  -1.70
H (-14.23, 42.81, 4.50)  0.36
H (-15.47, 42.78, 3.29)  0.35
H (-14.43, 44.15, 3.47)  0.41
H (-13.68, 42.61, 0.18)  -0.73
H (-15.11, 42.68, 1.09)  0.62
H (-14.95, 45.03, 1.34)  0.41
H (-14.59, 44.73, -0.26)  0.40
H (-12.89, 46.18, 0.96)  0.50
H (-12.26, 44.92, -0.06)  0.39
H (-9.65, 44.58, 2.33)  0.46
H (-10.10, 44.31, 0.80)  0.37
H (-10.29, 45.93, 1.40)  0.50
H (-12.43, 45.02, 4.39)  0.30
H (-11.30, 46.11, 3.54)  0.45
H (-13.03, 46.14, 3.30)  0.39
H (-13.98, 40.76, 1.40)  0.22
H (-13.37, 40.63, 3.10)  0.40
H (-12.33, 40.72, 1.70)  0.31
H (-10.57, 42.25, 2.55)  0.35
C (-12.04, 48.38, -5.69)  -1.75
C (-13.33, 47.64, -5.27)  1.65
C (-14.38, 48.36, -6.08)  -1.50
C (-15.78, 47.63, -6.07)  -0.78
C (-15.66, 46.15, -6.44)  -1.03
C (-14.57, 45.36, -5.67)  1.70
N (-13.31, 46.19, -5.68)  0.26
O (-12.22, 45.50, -5.14)  -0.38
C (-15.03, 44.94, -4.26)  -1.54
C (-14.44, 43.90, -6.39)  -1.70
C (-13.48, 47.80, -3.76)  -1.74
H (-11.49, 47.76, -6.41)  0.39
H (-11.26, 48.19, -4.94)  0.47
H (-12.08, 49.46, -5.82)  0.35
H (-14.62, 49.31, -5.60)  0.44
H (-14.13, 48.66, -7.09)  0.50
H (-16.40, 48.09, -6.85)  0.36
H (-16.21, 47.80, -5.08)  0.31
H (-15.46, 46.12, -7.51)  0.35
H (-16.53, 45.58, -6.11)  0.32
H (-14.33, 44.28, -3.75)  -0.08
H (-15.47, 45.80, -3.75)  0.40
H (-15.87, 44.25, -4.25)  0.48
H (-13.93, 44.03, -7.35)  0.53
H (-13.82, 43.19, -5.84)  0.19
H (-15.43, 43.54, -6.66)  0.29
H (-14.52, 47.64, -3.45)  0.34
H (-13.20, 48.83, -3.57)  0.49
H (-12.76, 47.16, -3.25)  0.37
H (-11.76, 45.43, -5.98)  0.35
C (-12.56, 42.16, -2.73)  -1.18
C (-11.87, 41.01, -1.98)  0.82
C (-12.87, 39.88, -1.49)  -0.27
O (-12.25, 38.97, -0.54)  -0.41
C (-13.01, 37.75, -0.49)  -0.81
N (-11.01, 40.30, -2.91)  -0.77
H (-12.76, 41.91, -3.78)  0.26
H (-11.77, 42.91, -2.84)  0.37
H (-13.44, 42.63, -2.28)  0.07
H (-11.38, 41.44, -1.10)  0.16
H (-13.38, 39.40, -2.32)  0.56
H (-13.74, 40.26, -0.95)  -0.31
H (-12.49, 37.05, 0.16)  0.31
H (-13.01, 37.24, -1.46)  0.34
H (-13.98, 37.82, -0.01)  0.26
H (-10.96, 39.43, -2.41)  0.36
H (-11.47, 40.15, -3.80)  0.29

Summary:
⟨S²⟩ = 0.755
Highest occupied orbital energy (spin up / spin down) = -9.77 / -9.77 eV
E = -51602.2062 eV
Charge = +1
Orbital gap (spin up / spin down) = 7.21 / 2.62 eV
Spin multiplicity = 2



# C36H27BCl97N2O3

A structure of composition C36H27BCl97N2O3 (wB97M-V/def2-TZVPD, the Open Molecules 2025 dataset).

Each line ends with the Mulliken charge.
Cartesian coordinates (Å):
C (-3.97, -1.49, 5.47)  -0.31
C (-4.25, -0.87, 3.94)  0.48
C (-3.90, -2.13, 2.91)  -0.26
C (-4.18, -1.76, 1.33)  0.70
C (-3.56, -0.27, 0.89)  -0.63
B (-3.57, -2.97, 0.34)  0.28
C (-4.16, -4.45, 0.81)  1.54
N (-4.67, -5.31, -0.33)  -0.43
C (-3.70, -6.40, -0.72)  0.19
O (-3.60, -2.64, -1.12)  -0.57
C (-2.28, -2.33, -1.71)  0.03
Cl (-1.81, -0.58, -2.09)  -0.13
C (-1.18, -2.88, -0.58)  0.20
C (-0.72, -4.30, -1.27)  -0.68
C (0.06, -5.33, -0.26)  0.03
O (-0.55, -5.50, 1.06)  -0.17
C (1.64, -4.90, -0.24)  -0.55
N (2.02, -4.00, 0.95)  -0.32
O (-2.09, -2.92, 0.60)  -0.09
H (-2.94, -1.10, 5.87)  -0.15
H (-3.86, -2.68, 5.36)  0.19
H (-4.88, -1.27, 6.19)  0.20
H (-5.39, -0.54, 3.84)  -0.32
H (-3.58, 0.07, 3.76)  0.15
H (-2.80, -2.52, 3.12)  -0.02
H (-4.62, -3.02, 3.25)  -0.08
H (-5.34, -1.72, 1.07)  -0.29
H (-4.05, 0.58, 1.56)  0.09
H (-3.87, -0.02, -0.22)  0.21
H (-2.40, -0.29, 1.06)  -0.16
H (-5.09, -4.29, 1.54)  -1.35
H (-3.33, -4.97, 1.47)  -0.12
H (-5.50, -5.83, 0.08)  0.21
H (-3.37, -6.17, -1.85)  0.19
H (-4.19, -7.47, -0.75)  -0.03
H (-2.72, -6.43, -0.04)  -0.43
H (-2.04, -2.87, -2.75)  0.36
H (-0.26, -2.16, -0.39)  -0.21
H (-1.67, -4.79, -1.75)  0.07
H (0.01, -4.02, -2.17)  0.29
H (0.01, -6.41, -0.79)  0.17
H (-0.45, -4.68, 1.64)  0.24
H (2.28, -5.88, -0.23)  0.31
H (1.95, -4.29, -1.22)  0.23
H (1.36, -3.19, 0.87)  0.16
H (3.00, -3.69, 0.75)  0.20
C (-7.74, 2.35, 3.62)  0.19
Cl (-9.37, 1.66, 3.41)  -0.10
Cl (-7.27, 2.23, 5.34)  -0.05
Cl (-6.58, 1.45, 2.62)  0.02
Cl (-7.76, 4.07, 3.13)  -0.12
C (0.00, 2.14, 0.77)  0.17
Cl (-1.00, 2.59, 2.18)  -0.09
Cl (1.54, 3.03, 0.83)  -0.09
Cl (0.33, 0.39, 0.81)  0.02
Cl (-0.87, 2.54, -0.73)  -0.11
C (2.28, 4.35, -2.84)  -0.07
Cl (3.56, 4.26, -1.60)  -0.01
Cl (1.39, 2.81, -2.90)  -0.02
Cl (1.16, 5.67, -2.43)  0.02
Cl (3.02, 4.67, -4.43)  0.02
C (-0.82, -0.45, 8.83)  0.23
Cl (-2.38, -1.30, 8.96)  -0.01
Cl (-0.79, 0.91, 9.98)  -0.12
Cl (0.50, -1.58, 9.22)  -0.08
Cl (-0.62, 0.16, 7.17)  -0.07
C (-2.67, -8.01, 3.19)  -0.07
Cl (-1.33, -7.27, 4.11)  0.03
Cl (-2.14, -8.36, 1.53)  -0.01
Cl (-3.17, -9.52, 3.99)  -0.09
Cl (-4.05, -6.88, 3.15)  0.12
C (-8.17, -3.75, 3.43)  0.13
Cl (-8.13, -3.23, 5.13)  -0.11
Cl (-9.66, -4.66, 3.12)  -0.12
Cl (-8.11, -2.32, 2.37)  -0.06
Cl (-6.76, -4.79, 3.10)  0.07
C (4.99, 0.19, -3.08)  -0.06
Cl (6.33, 0.93, -2.17)  0.05
Cl (5.53, -0.16, -4.74)  -0.03
Cl (4.49, -1.32, -2.29)  -0.07
Cl (3.62, 1.32, -3.13)  0.16
C (0.07, 9.95, -2.71)  0.20
Cl (1.41, 10.69, -1.80)  -0.01
Cl (0.61, 9.60, -4.37)  -0.09
Cl (-0.43, 8.44, -1.92)  -0.01
Cl (-1.31, 11.08, -2.76)  -0.08
C (-5.84, 1.08, 10.00)  0.34
Cl (-6.84, 1.53, 11.40)  -0.09
Cl (-4.30, 1.97, 10.05)  -0.09
Cl (-5.51, -0.67, 10.04)  -0.09
Cl (-6.71, 1.48, 8.49)  -0.05
C (4.47, 8.45, -4.01)  -0.22
Cl (5.04, 10.12, -4.21)  -0.06
Cl (2.86, 8.46, -3.25)  0.27
Cl (4.37, 7.66, -5.60)  -0.04
Cl (5.61, 7.55, -2.98)  0.11
C (2.48, -4.70, 4.94)  0.17
Cl (2.51, -4.18, 6.65)  -0.10
Cl (0.98, -5.61, 4.64)  0.09
Cl (2.53, -3.27, 3.88)  -0.05
Cl (3.88, -5.74, 4.61)  -0.12
C (-0.48, -7.39, 8.34)  0.23
Cl (-2.14, -6.88, 7.95)  -0.07
Cl (0.67, -6.21, 7.68)  0.01
Cl (-0.29, -7.49, 10.11)  -0.12
Cl (-0.17, -8.99, 7.61)  -0.10
C (-7.07, -9.10, 0.99)  0.20
Cl (-5.68, -9.11, 2.10)  0.02
Cl (-8.23, -10.37, 1.46)  -0.12
Cl (-7.88, -7.51, 1.07)  -0.06
Cl (-6.51, -9.39, -0.67)  -0.10
C (-10.09, 3.52, 13.70)  0.34
Cl (-11.72, 2.82, 13.49)  -0.10
Cl (-9.62, 3.40, 15.41)  -0.10
Cl (-8.93, 2.62, 12.70)  -0.06
Cl (-10.11, 5.23, 13.21)  -0.10
C (9.33, 4.16, -1.86)  0.08
Cl (10.67, 4.89, -0.94)  -0.11
Cl (9.87, 3.81, -3.52)  -0.02
Cl (8.83, 2.64, -1.07)  0.03
Cl (7.95, 5.29, -1.91)  0.01
C (6.07, -4.16, -6.07)  0.26
Cl (5.67, -3.46, -4.48)  0.03
Cl (7.82, -3.96, -6.38)  -0.08
Cl (5.66, -5.90, -6.07)  -0.08
Cl (5.14, -3.33, -7.34)  -0.13
C (8.64, 2.30, -7.07)  0.15
Cl (7.64, 2.75, -5.66)  0.06
Cl (10.18, 3.20, -7.01)  -0.11
Cl (8.97, 0.55, -7.02)  -0.01
Cl (7.77, 2.71, -8.57)  -0.09
C (9.87, -0.51, 1.36)  0.31
Cl (10.73, -0.29, -0.19)  -0.08
Cl (8.16, -0.90, 1.04)  -0.04
Cl (10.62, -1.85, 2.27)  -0.11
Cl (9.97, 0.99, 2.32)  -0.09
C (5.02, 6.31, -9.79)  0.28
Cl (5.82, 7.89, -9.61)  -0.09
Cl (5.91, 5.08, -8.87)  0.02
Cl (3.35, 6.41, -9.18)  -0.08
Cl (4.99, 5.85, -11.51)  -0.12
C (-2.90, 12.84, -6.08)  0.21
Cl (-4.46, 12.00, -5.95)  -0.04
Cl (-2.87, 14.21, -4.93)  -0.10
Cl (-1.58, 11.72, -5.70)  0.02
Cl (-2.69, 13.46, -7.74)  -0.11
C (2.42, -7.82, -8.37)  0.31
Cl (3.22, -6.24, -8.18)  -0.01
Cl (3.32, -9.05, -7.44)  -0.11
Cl (0.75, -7.72, -7.75)  -0.09
Cl (2.40, -8.28, -10.09)  -0.10
C (5.29, 11.88, -0.38)  0.27
Cl (3.96, 12.11, 0.78)  -0.09
Cl (6.85, 11.93, 0.48)  -0.11
Cl (5.10, 10.30, -1.18)  0.03
Cl (5.24, 13.17, -1.60)  -0.11
C (-5.37, 7.98, -5.39)  0.27
Cl (-4.03, 8.71, -4.47)  0.03
Cl (-4.83, 7.63, -7.05)  -0.09
Cl (-5.87, 6.46, -4.60)  -0.09
Cl (-6.75, 9.11, -5.44)  -0.10
C (11.87, -1.46, -9.38)  0.28
Cl (13.26, -1.47, -8.27)  -0.10
Cl (10.72, -2.73, -8.91)  -0.06
Cl (11.06, 0.13, -9.30)  -0.03
Cl (12.43, -1.75, -11.04)  -0.10

Summary:
Highest occupied orbital energy = -4.68 eV
E = -1262232.2677 eV
Charge = -1
Orbital gap = 5.53 eV
Spin multiplicity = 1